(1)
Formula: C20H26N2O3S
Source: the OMol25 dataset
Level of theory: ωB97M-V/def2-TZVPD

Properties
Max |F| ... 0.67 eV Å⁻¹
E_HOMO ... -7.7583 eV
LUMO level ... 0.67 eV
HOMO-LUMO gap ... 0.3097 Eh
Structure (SMILES) ... CCOc1ccc(OCC)c(NC(=O)CCSCCc2ccccn2)c1
E ... -1511.14966 a.u.

```
! wB97M-V def2-TZVPD RIJCOSX def2/J DEFGRID3
* xyz 0 1
C -0.285 -3.362 4.778
C -0.290 -3.380 3.258
O -0.717 -2.109 2.817
C -0.761 -1.856 1.481
C -1.205 -0.580 1.127
C -1.270 -0.203 -0.198
C -0.883 -1.112 -1.206
C -0.461 -2.375 -0.848
C -0.401 -2.753 0.489
H -0.065 -3.750 0.724
H -0.170 -3.092 -1.599
O -0.947 -0.628 -2.493
C -0.423 -1.413 -3.543
C -0.465 -0.567 -4.807
H -1.491 -0.293 -5.036
H 0.112 0.343 -4.664
H -0.051 -1.127 -5.640
H 0.611 -1.706 -3.314
H -1.024 -2.324 -3.672
N -1.680 1.059 -0.629
C -2.042 2.139 0.111
O -2.158 2.153 1.317
C -2.272 3.382 -0.741
C -0.973 4.166 -0.929
H -0.523 4.416 0.030
H -1.170 5.084 -1.483
S 0.282 3.265 -1.904
C 1.222 2.434 -0.572
C 1.816 1.129 -1.077
C 2.130 0.177 0.045
N 1.878 0.581 1.280
C 2.130 -0.238 2.286
C 2.659 -1.506 2.120
C 2.922 -1.937 0.828
C 2.652 -1.086 -0.227
H 2.845 -1.386 -1.246
H 3.332 -2.921 0.647
H 2.864 -2.135 2.973
H 1.895 0.150 3.268
H 1.104 0.646 -1.750
H 2.722 1.322 -1.658
H 1.999 3.116 -0.227
H 0.537 2.233 0.248
H -2.683 3.114 -1.715
H -2.984 4.021 -0.215
H -1.580 1.183 -1.629
H -1.485 0.111 1.903
H 0.719 -3.594 2.878
H -0.974 -4.158 2.888
H 0.037 -4.326 5.162
H 0.389 -2.588 5.136
H -1.284 -3.145 5.148
*
```

***

(2)
Formula: C20H26N2O4
Source: the OMol25 dataset
Level of theory: ωB97M-V/def2-TZVPD

Properties
Max |F| ... 0.65 eV Å⁻¹
E_HOMO ... -8.5519 eV
LUMO level ... 0.50 eV
HOMO-LUMO gap ... 0.3327 Eh
Structure (SMILES) ... CC(=O)c1ccc(NC(=O)C[C@H](NCCC2=CCCCC2)C(=O)O)cc1
E ... -1188.23417 a.u.

```
! wB97M-V def2-TZVPD RIJCOSX def2/J DEFGRID3
* xyz 0 1
C -7.537 -2.124 0.488
C -7.109 -0.679 0.380
O -7.909 0.225 0.492
C -5.672 -0.417 0.132
C -5.259 0.912 0.008
C -3.941 1.240 -0.223
C -2.990 0.227 -0.337
C -3.392 -1.105 -0.215
C -4.712 -1.424 0.015
H -4.989 -2.463 0.105
H -2.651 -1.887 -0.304
N -1.638 0.463 -0.572
C -0.995 1.649 -0.696
O -1.504 2.745 -0.625
C 0.508 1.491 -0.949
H 0.922 2.500 -0.989
H 0.654 1.030 -1.930
C 1.228 0.675 0.143
N 2.567 1.172 0.414
H 2.656 2.153 0.172
C 3.031 0.962 1.781
C 4.550 1.157 1.843
C 5.245 0.221 0.884
C 5.413 -1.063 1.170
C 6.055 -2.054 0.252
C 6.844 -1.362 -0.854
C 5.997 -0.253 -1.467
C 5.710 0.817 -0.417
H 6.622 1.394 -0.225
H 4.961 1.520 -0.790
H 5.059 -0.681 -1.828
H 6.513 0.194 -2.319
H 7.755 -0.929 -0.437
H 7.133 -2.086 -1.617
H 5.269 -2.678 -0.187
H 6.708 -2.716 0.826
H 5.063 -1.455 2.117
H 4.877 0.964 2.866
H 4.794 2.192 1.596
H 2.793 -0.067 2.065
H 2.532 1.634 2.495
H 0.604 0.669 1.052
C 1.370 -0.782 -0.347
O 0.413 -1.491 -0.544
O 2.606 -1.163 -0.568
H 3.211 -0.415 -0.322
H -1.068 -0.383 -0.633
H -3.640 2.270 -0.317
H -6.006 1.686 0.099
H -8.610 -2.165 0.659
H -7.023 -2.606 1.316
H -7.299 -2.655 -0.431
*
```

***

(3)
Formula: C20H26N2O4
Source: the OMol25 dataset
Level of theory: ωB97M-V/def2-TZVPD

Properties
Max |F| ... 1.24 eV Å⁻¹
E_HOMO ... -7.1670 eV
LUMO level ... 0.78 eV
HOMO-LUMO gap ... 0.2919 Eh
Structure (SMILES) ... COc1ccc(N[C@H]2CCCN(C(=O)c3oc(C)cc3C)C2)cc1OC
E ... -1188.15964 a.u.

```
! wB97M-V def2-TZVPD RIJCOSX def2/J DEFGRID3
* xyz 0 1
C -0.691 0.901 -6.576
O -0.280 -0.045 -5.627
C -0.584 0.182 -4.298
C -1.332 1.266 -3.865
C -1.650 1.461 -2.533
C -1.207 0.562 -1.569
C -0.444 -0.520 -2.000
C -0.126 -0.734 -3.334
O 0.604 -1.867 -3.551
C 1.257 -2.085 -4.780
H 1.874 -2.970 -4.622
H 1.896 -1.242 -5.052
H 0.548 -2.275 -5.589
H -0.068 -1.238 -1.286
N -1.561 0.643 -0.231
H -1.067 -0.041 0.329
C -1.718 1.899 0.466
C -0.386 2.364 1.091
N 0.003 1.441 2.134
C 1.099 0.661 1.947
O 1.888 0.885 1.038
C 1.330 -0.470 2.860
C 2.520 -1.090 3.166
C 2.180 -2.179 4.010
C 0.824 -2.170 4.144
O 0.298 -1.138 3.456
C -0.103 -3.068 4.882
H 0.464 -3.842 5.390
H -0.677 -2.504 5.616
H -0.807 -3.534 4.193
H 2.862 -2.880 4.446
C 3.888 -0.704 2.738
H 4.411 -1.570 2.337
H 3.833 0.066 1.974
H 4.458 -0.330 3.589
C -0.946 1.393 3.218
H -0.571 0.772 4.028
C -2.293 0.877 2.711
C -2.783 1.760 1.565
H -3.690 1.340 1.129
H -3.018 2.755 1.951
H -3.019 0.884 3.525
H -2.179 -0.152 2.369
H -1.070 2.415 3.599
H 0.403 2.372 0.336
H -0.497 3.369 1.511
H -2.046 2.655 -0.251
H -2.256 2.313 -2.268
H -1.698 1.985 -4.581
H -1.783 0.981 -6.625
H -0.264 1.890 -6.377
H -0.318 0.536 -7.532
*
```

***

(4)
Formula: C20H26N2O7S
Source: the OMol25 dataset
Level of theory: ωB97M-V/def2-TZVPD

Properties
Max |F| ... 18.04 eV Å⁻¹
E_HOMO ... -8.1521 eV
LUMO level ... 0.28 eV
HOMO-LUMO gap ... 0.3099 Eh
E ... -1811.49285 a.u.

```
! wB97M-V def2-TZVPD RIJCOSX def2/J DEFGRID3
* xyz 0 1
C -5.098 -0.509 -1.334
C -4.285 0.656 -2.078
H -4.079 0.557 -3.157
H -4.974 1.548 -1.999
O -3.129 0.695 -1.632
C -3.143 1.569 -0.351
O -4.103 2.148 0.219
C -1.712 1.641 0.059
C -1.311 2.987 0.673
H -1.832 3.139 1.632
H -1.468 3.964 0.065
C 0.127 2.968 1.025
N 0.581 1.352 1.465
C 1.743 0.972 1.412
O 1.885 -0.270 1.653
C 2.756 1.618 0.785
C 4.035 0.582 0.384
C 5.283 1.413 0.259
H 6.180 0.871 -0.228
H 5.612 1.954 1.237
H 5.175 2.245 -0.662
H 3.945 0.009 1.189
S 3.640 0.116 -1.257
O 4.625 -0.888 -1.456
O 3.418 1.258 -2.478
C 2.180 -0.871 -1.153
C 0.962 -0.589 -1.740
C -0.213 -0.911 -1.600
C -0.375 -2.247 -0.662
C 0.904 -2.727 -0.086
C 2.084 -1.922 -0.413
H 2.950 -2.414 -0.031
N 0.802 -3.743 0.718
C -0.375 -4.656 0.808
O -0.495 -5.492 1.635
C -1.404 -3.975 -0.139
H -1.261 -4.807 -1.234
O -1.500 -2.798 -0.298
H -2.438 -4.372 0.270
H 1.443 -3.864 1.392
H -1.084 -0.796 -1.857
H 0.882 0.557 -2.106
H 2.369 2.029 -0.252
H 3.097 2.334 1.329
C -0.626 0.918 2.195
C -1.519 0.498 1.288
H -2.536 0.483 1.892
H -1.435 -0.574 0.897
H -0.092 0.027 2.583
H -0.990 1.565 3.136
H 0.849 3.162 0.196
H 0.501 3.644 1.860
H -0.809 1.386 -0.707
H -4.451 -1.478 -1.356
H -5.963 -0.780 -1.823
H -5.327 -0.180 -0.170
*
```

***

(5)
Formula: C20H26N4O3
Source: the OMol25 dataset
Level of theory: ωB97M-V/def2-TZVPD

Properties
Max |F| ... 0.54 eV Å⁻¹
E_HOMO ... -7.6674 eV
LUMO level ... 0.58 eV
HOMO-LUMO gap ... 0.3031 Eh
Structure (SMILES) ... Cn1c(=O)c(C(=O)CN2CCCCCC2)c(N)n(Cc2ccccc2)c1=O
E ... -1222.52800 a.u.

```
! wB97M-V def2-TZVPD RIJCOSX def2/J DEFGRID3
* xyz 0 1
C 0.545 2.851 3.283
N 0.242 2.482 1.910
C 0.500 3.436 0.977
O 0.960 4.522 1.258
N 0.201 3.098 -0.341
C -0.304 1.879 -0.694
N -0.573 1.647 -1.974
H -0.253 2.258 -2.704
H -0.923 0.689 -2.147
C -0.562 0.902 0.284
C -0.295 1.203 1.668
O -0.483 0.467 2.618
C -1.081 -0.399 -0.129
O -1.315 -0.668 -1.308
C -1.314 -1.446 0.939
N -1.811 -2.671 0.372
C -0.856 -3.440 -0.398
C -0.422 -4.796 0.178
C -0.071 -4.771 1.667
H 0.410 -3.825 1.922
C -1.289 -4.993 2.562
C -2.258 -3.815 2.582
H -1.778 -2.959 3.061
H -3.125 -4.087 3.189
C -2.756 -3.389 1.189
H -3.628 -2.738 1.324
H -3.087 -4.266 0.629
H -1.815 -5.889 2.224
H -0.949 -5.179 3.584
H 0.649 -5.569 1.870
H 0.449 -5.120 -0.397
H -1.206 -5.538 0.014
H 0.033 -2.819 -0.537
H -1.281 -3.617 -1.396
H -2.050 -1.044 1.639
H -0.376 -1.561 1.507
C 0.433 4.126 -1.348
C 1.506 3.746 -2.336
C 2.681 3.148 -1.895
C 3.671 2.804 -2.798
C 3.500 3.059 -4.148
C 2.336 3.662 -4.593
C 1.342 4.000 -3.692
H 0.435 4.473 -4.043
H 2.199 3.868 -5.644
H 4.274 2.793 -4.852
H 4.579 2.339 -2.446
H 2.820 2.959 -0.841
H -0.509 4.355 -1.858
H 0.749 5.013 -0.787
H 0.252 2.018 3.918
H 1.612 3.050 3.386
H -0.007 3.750 3.553
*
```

***

(6)
Formula: C20H26N4O3S
Source: the OMol25 dataset
Level of theory: ωB97M-V/def2-TZVPD

Properties
Max |F| ... 14.72 eV Å⁻¹
E_HOMO ... -8.1166 eV
LUMO level ... -0.88 eV
HOMO-LUMO gap ... 0.2659 Eh
E ... -1620.01072 a.u.

```
! wB97M-V def2-TZVPD RIJCOSX def2/J DEFGRID3
* xyz 0 1
C -1.486 -5.557 0.188
H -0.716 -5.127 0.836
H -1.061 -5.207 -0.929
H -1.503 -6.667 0.197
S -3.208 -5.146 0.213
C -3.063 -3.292 0.018
C -2.517 -2.554 1.307
H -3.208 -2.306 1.796
H -1.636 -2.949 1.469
C -1.889 -1.074 0.734
N -3.019 -0.050 0.119
C -3.184 1.178 0.269
O -2.498 1.442 1.183
O -3.898 1.731 -0.468
C -4.282 3.029 -0.523
C -5.035 3.281 1.066
H -5.789 2.494 1.106
H -5.338 4.292 1.058
H -4.172 3.243 1.698
C -3.056 3.963 -0.436
H -2.566 3.671 -1.577
H -3.430 5.059 -0.411
H -2.348 3.859 0.329
C -5.302 3.324 -1.384
H -4.750 3.216 -2.742
H -5.483 4.332 -1.579
H -6.095 2.442 -1.456
H -3.255 -0.409 -0.828
C -0.800 -1.183 -0.088
O -0.784 -1.576 -1.268
N 0.467 -0.661 0.327
N 1.584 -0.842 -0.426
C 2.703 -0.342 0.283
C 3.923 -0.533 -0.440
C 4.038 -0.959 -1.701
C 5.349 -0.701 -2.318
C 6.456 -0.422 -1.901
C 6.349 0.098 -0.151
C 7.452 0.626 0.296
C 7.195 1.186 1.647
C 6.107 0.946 2.283
N 4.832 0.637 1.750
C 5.000 0.050 0.286
H 5.816 1.249 3.155
H 8.037 1.513 2.044
H 8.592 0.521 -0.218
H 7.471 -0.542 -2.185
H 5.503 -1.438 -3.323
H 3.214 -1.171 -2.302
H 2.540 0.096 1.325
H 0.479 -0.329 1.275
H -1.631 -0.428 1.595
H -3.813 -2.777 -0.389
H -2.294 -3.232 -0.809
*
```

***

(7)
Formula: C20H26N4O4S
Source: the OMol25 dataset
Level of theory: ωB97M-V/def2-TZVPD

Properties
Max |F| ... 1.79 eV Å⁻¹
E_HOMO ... -8.9583 eV
LUMO level ... -1.03 eV
HOMO-LUMO gap ... 0.2914 Eh
Structure (SMILES) ... O=C(NCCC1=CCCCC1)C1CCN(S(=O)(=O)c2cccc3nonc23)CC1
E ... -1695.81499 a.u.

```
! wB97M-V def2-TZVPD RIJCOSX def2/J DEFGRID3
* xyz 0 1
O 3.249 -0.265 0.565
C 3.194 0.010 -0.618
N 3.190 -0.938 -1.577
H 3.143 -0.667 -2.546
C 3.180 -2.358 -1.302
H 3.980 -2.824 -1.884
H 3.407 -2.479 -0.241
C 1.829 -3.020 -1.645
C 0.982 -3.331 -0.439
C 0.618 -4.572 -0.148
C -0.272 -4.946 0.996
C -1.034 -3.734 1.525
C -0.060 -2.579 1.724
C 0.539 -2.155 0.386
H -0.195 -1.587 -0.195
H 1.387 -1.495 0.571
H 0.744 -2.899 2.389
H -0.561 -1.727 2.192
H -1.803 -3.444 0.806
H -1.528 -3.983 2.466
H 0.339 -5.378 1.796
H -0.972 -5.720 0.673
H 0.966 -5.395 -0.759
H 1.271 -2.349 -2.306
H 2.011 -3.945 -2.194
C 3.166 1.454 -1.133
C 2.962 2.416 0.044
C 1.549 2.277 0.612
N 0.581 2.475 -0.441
S -0.923 2.989 -0.013
O -1.647 3.288 -1.209
O -0.769 4.005 0.985
C -1.735 1.596 0.794
C -1.980 1.630 2.133
C -2.667 0.588 2.807
C -3.140 -0.508 2.149
C -2.900 -0.579 0.763
N -3.195 -1.497 -0.139
O -2.701 -1.059 -1.290
N -2.083 0.116 -1.191
C -2.180 0.474 0.076
H -3.676 -1.302 2.642
H -2.823 0.686 3.871
H -1.647 2.498 2.681
C 0.695 1.551 -1.540
C 2.073 1.716 -2.177
H 2.158 1.057 -3.041
H 2.171 2.744 -2.530
H -0.105 1.789 -2.241
H 0.570 0.513 -1.195
H 1.359 3.042 1.365
H 1.437 1.285 1.070
H 3.679 2.189 0.832
H 3.114 3.440 -0.296
H 4.148 1.643 -1.583
*
```

***

(8)
Formula: C20H26N4O5S2
Source: the OMol25 dataset
Level of theory: ωB97M-V/def2-TZVPD

Properties
Max |F| ... 1.90 eV Å⁻¹
E_HOMO ... -8.3261 eV
LUMO level ... 0.16 eV
HOMO-LUMO gap ... 0.3119 Eh
Structure (SMILES) ... CCOc1ccc(C(=O)Nc2nnc(SCC(=O)NC[C@@H]3CCCO3)s2)cc1OCC
E ... -2169.31837 a.u.

```
! wB97M-V def2-TZVPD RIJCOSX def2/J DEFGRID3
* xyz 0 1
C 7.710 0.931 1.139
C 6.432 0.568 0.398
O 5.410 1.419 0.897
C 4.144 1.393 0.433
C 3.303 2.329 1.040
C 1.971 2.448 0.710
C 1.441 1.622 -0.275
C 2.275 0.697 -0.906
C 3.609 0.551 -0.570
O 4.445 -0.352 -1.165
C 3.930 -1.293 -2.089
C 3.149 -2.419 -1.418
H 2.846 -3.145 -2.167
H 3.776 -2.915 -0.680
H 2.262 -2.039 -0.918
H 4.823 -1.699 -2.571
H 3.323 -0.795 -2.853
H 1.825 0.093 -1.676
C 0.040 1.645 -0.721
O -0.342 1.157 -1.771
N -0.863 2.221 0.141
C -2.207 2.179 -0.100
N -3.094 2.504 0.781
N -4.338 2.353 0.350
C -4.413 1.921 -0.862
S -5.907 1.505 -1.641
C -6.922 1.201 -0.162
H -7.172 2.155 0.303
H -7.833 0.726 -0.526
C -6.249 0.319 0.892
O -6.545 0.426 2.060
N -5.377 -0.588 0.416
H -5.111 -0.577 -0.561
C -4.429 -1.258 1.276
H -3.747 -0.516 1.715
H -4.965 -1.753 2.089
C -3.632 -2.271 0.446
C -2.372 -2.757 1.179
H -2.457 -2.624 2.255
H -2.192 -3.811 0.966
C -1.270 -1.900 0.555
H -0.288 -2.364 0.602
H -1.225 -0.922 1.038
C -1.788 -1.759 -0.873
H -1.544 -2.657 -1.459
H -1.416 -0.880 -1.402
O -3.193 -1.638 -0.754
H -4.294 -3.103 0.172
S -2.854 1.634 -1.630
H -0.581 2.571 1.045
H 1.377 3.205 1.199
H 3.744 2.964 1.791
H 6.558 0.719 -0.678
H 6.171 -0.481 0.578
H 7.960 1.973 0.961
H 7.576 0.786 2.208
H 8.526 0.303 0.793
*
```

***

(9)
Formula: C20H26N6O2PtSeSi
Source: the OMol25 dataset
Level of theory: ωB97M-V/def2-TZVPD

Properties
Max |F| ... 1.19 eV Å⁻¹
E_HOMO ... -13.6200 eV
LUMO level ... -7.42 eV
HOMO-LUMO gap ... 0.2279 Eh
E ... -4066.53519 a.u.

```
! wB97M-V def2-TZVPD RIJCOSX def2/J DEFGRID3
* xyz 2 1
Pt -0.325 0.606 0.337
N -2.581 -1.086 -2.888
C -1.886 -0.235 -2.170
N -1.500 -0.496 -0.932
C -1.759 -1.752 -0.364
N -1.268 -2.084 0.795
N -0.487 -1.092 1.298
C 0.111 -1.162 2.432
C 0.879 0.028 2.817
C 1.603 0.134 3.982
C 2.301 1.316 4.234
C 2.250 2.346 3.316
C 1.503 2.185 2.155
N 0.840 1.059 1.924
C -2.569 -2.686 -1.112
C -2.935 -3.937 -0.598
C -3.692 -4.792 -1.363
C -4.091 -4.422 -2.652
C -3.736 -3.198 -3.180
C -2.976 -2.336 -2.400
H -2.835 -0.820 -3.831
H -1.619 0.727 -2.599
H 0.037 -2.052 3.046
H 1.625 -0.690 4.682
H 2.880 1.419 5.142
H 2.778 3.274 3.482
H 1.416 2.948 1.392
H -2.618 -4.209 0.399
H -3.980 -5.757 -0.970
H -4.686 -5.103 -3.246
H -4.042 -2.912 -4.178
N -2.231 1.671 1.381
C -2.344 3.110 1.018
C -2.352 3.336 -0.482
C -1.122 2.776 -1.161
O -1.112 2.524 -2.343
O -0.113 2.512 -0.329
H -3.089 1.177 1.152
H -2.120 1.599 2.389
H -1.483 3.609 1.457
H -3.243 3.543 1.460
H -2.394 4.411 -0.674
H -3.229 2.908 -0.972
C 4.476 1.155 -2.261
Si 3.812 0.146 -0.865
C 4.047 0.833 0.841
C 4.018 -1.689 -1.004
Se 1.471 0.359 -1.381
H 5.569 1.126 -2.260
H 4.165 2.196 -2.171
H 4.134 0.772 -3.225
H 5.096 0.790 1.147
H 3.467 0.257 1.564
H 3.737 1.876 0.871
H 5.070 -1.978 -0.901
H 3.677 -2.042 -1.977
H 3.456 -2.198 -0.221
*
```